C3H8N4O | ωB97M-V/def2-TZVPD

Its spin multiplicity is 1. The energy above the lowest of the compared OMol25 structures with the same formula, charge and spin is 2.906 eV. The SMILES is C/C(=N/NC=O)NN. For the LUMO energy, the calculation gives 0.5479 eV. Its gap between HOMO and LUMO is 8.90 eV.

Element x y z (Å)
C 1.830271 -1.808209 0.034723
C 1.003909 -0.590809 -0.055531
C -2.445072 0.417626 -0.020613
H 1.238562 -2.673900 -0.293340
H 2.711254 -1.760563 -0.674153
H 2.210058 -2.059874 1.046042
H 2.759688 0.280148 0.177388
H 1.571785 2.198332 0.981811
H 1.909791 2.520765 -0.535107
H -0.583214 1.400481 -0.015819
H -2.868366 1.438048 -0.007043
N 1.827102 0.542689 -0.164605
N 1.431210 1.835250 0.053860
N -0.261441 -0.649986 0.079669
N -1.068062 0.475526 -0.032426
O -3.098234 -0.609930 0.001658

Atomic forces in eV per Å
C 0.9392 -1.7810 -0.7544
C -0.7502 1.8057 0.9133
C 0.5762 -1.4345 0.2571
H 0.0979 0.3062 0.1768
H -0.8778 0.0878 0.8081
H -0.2289 0.4725 -0.4375
H -0.4183 0.5173 -0.3634
H -0.0033 -0.4754 0.7050
H -0.1966 -0.7570 -0.3013
H -0.7235 -1.0631 -0.1091
H -0.0325 -0.1279 -0.1191
N 1.5697 -1.2660 -0.0458
N -0.6041 1.7789 -0.2058
N -0.6740 -0.4293 -0.6837
N 1.0301 1.2771 0.2252
O 0.2962 1.0885 -0.0655

Atom charges from the Mulliken analysis, given in e for atoms 1 to 5: atom 1 (C): -1.13, atom 2 (C): 0.66, atom 3 (C): 0.02, atom 4 (H): 0.34, atom 5 (H): 0.34

---

C11H19ClINOPTi | ωB97M-V/def2-TZVPD

Its spin multiplicity is 1. The total charge is +3. The energy above the lowest of the compared OMol25 structures with the same formula, charge and spin is 0.010 eV. For the LUMO energy (alpha / beta), the calculation gives -13.7659 / -13.7909 eV. Its gap between HOMO and LUMO (alpha / beta) is 4.57 / 4.52 eV.

Element x y z (Å)
C -0.079063 -4.034330 -2.628281
I 0.995512 -2.157996 -2.070264
H -1.130030 -3.869464 -2.372561
H 0.372843 -4.842918 -2.057145
H 0.082494 -4.193198 -3.696869
Ti 0.019998 -0.412041 -0.287978
P -0.171726 1.180520 -2.006593
C 1.387289 1.592608 -2.875883
C -1.318985 0.688366 -3.313598
H -1.704948 2.814836 -1.043739
H -0.964636 3.380487 -2.564792
H -0.019503 3.434059 -1.051843
C -0.770284 2.864636 -1.614830
H -2.307580 0.514402 -2.881878
H -1.386079 1.505101 -4.038084
H 1.147107 2.238116 -3.735687
H 1.899750 0.690254 -3.231797
H -0.988395 -0.221309 -3.817824
H 2.059044 2.141426 -2.199210
C 2.173021 -0.267884 -0.021788
O 3.342160 -0.273897 -0.083900
Cl -2.169469 -0.541909 0.280158
N 0.187396 1.219954 1.236284
C 0.229387 0.863140 2.640958
C 1.407307 0.390273 3.194245
C 1.370593 -0.090277 4.510831
C 0.167685 -0.108797 5.233243
C -0.987289 0.434300 4.652309
C -0.965604 0.916704 3.344693
H 1.044121 1.697893 0.946878
H -0.558194 1.901267 1.057681
H 2.313685 0.360937 2.581986
H 2.285066 -0.467429 4.958587
H 0.147202 -0.465594 6.272650
H -1.923507 0.468605 5.201668
H -1.864066 1.269159 2.833671

Atomic forces in eV per Å
C -0.8290 -0.5119 0.0183
I 0.2735 -1.0152 -0.6071
H 0.3455 0.0810 -0.0540
H 0.2149 0.3596 0.2799
H 0.1768 0.5740 0.0922
Ti -4.0653 -0.7662 3.1129
P -0.1609 2.8220 -2.5988
C 0.5096 -0.4874 0.4004
C -0.3364 -0.7619 0.1446
H 0.0951 0.1254 -0.1407
H 0.1067 -0.2205 0.1435
H -0.1689 -0.0898 -0.1210
C -0.1360 -0.1576 0.9067
H -0.0004 0.0168 -0.0896
H 0.1324 0.0000 0.1157
H -0.0820 -0.2044 0.2871
H -0.0611 0.2669 -0.0585
H -0.0384 0.0971 -0.0273
H -0.1390 -0.1021 -0.2351
C 7.9415 -0.1954 -0.3577
O -6.4415 0.1802 0.5163
Cl 2.2959 -0.0610 -0.8805
N 0.7530 0.8657 -1.5234
C -0.5089 -0.5907 -0.2340
C 0.1781 -0.6095 0.3376
C 0.0263 -0.0311 -0.2299
C 0.3095 0.5466 -0.0879
C -0.1721 0.0932 -0.2566
C -0.1968 -0.4772 0.2117
H -0.1385 0.2987 0.5526
H -0.0007 -0.2439 0.1239
H -0.0520 0.0849 0.4870
H -0.1456 0.0669 -0.0143
H 0.0116 0.0678 -0.6237
H 0.1830 -0.0158 0.0141
H 0.1201 -0.0050 0.3958

Atom charges from the Mulliken analysis, given in e for atoms 1 to 5: atom 1 (C): -0.77, atom 2 (I): 0.37, atom 3 (H): 0.36, atom 4 (H): 0.37, atom 5 (H): 0.35

---

CH3I2N2 | ωB97M-V/def2-TZVPD

Its spin multiplicity is 1. The total charge is +1. The energy above the lowest of the compared OMol25 structures with the same formula, charge and spin is 0.515 eV. For the LUMO energy, the calculation gives -5.0606 eV. Its gap between HOMO and LUMO is 7.05 eV.

Element x y z (Å)
C -0.031956 0.759720 0.209920
N 0.927126 0.791998 0.850269
N -0.833025 0.806763 -0.776792
I 4.098041 1.291385 -0.248977
I 5.819242 -0.680606 0.107569
H 1.061077 0.548376 1.806931
H -1.547297 1.555831 -0.804151
H -0.649488 0.185269 -1.613731

Atomic forces in eV per Å
C -0.5031 0.1537 -2.1925
N 0.4449 0.3312 1.5097
N -0.7593 -0.2404 -1.1867
I 0.0453 0.0955 -0.0474
I 0.0386 -0.0865 0.0129
H 0.7492 -0.4152 0.7994
H 0.5188 -0.7331 -0.2061
H -0.5344 0.8948 1.3106

Atom charges from the Mulliken analysis, given in e for atoms 1 to 5: atom 1 (C): 0.36, atom 2 (N): -0.01, atom 3 (N): -0.33, atom 4 (I): -0.03, atom 5 (I): 0.06